# C2H4Br2

An isolated molecule of C2H4Br2 (wB97M-V/def2-TZVPD, the OMol25 dataset).

```
8
Properties=species:S:1:pos:R:3:lowdin_charge:R:1
Br 1.662 0.973 1.127 0.610
C -0.114 0.371 0.667 -0.719
C -0.131 -0.534 -0.530 -0.709
Br 0.384 0.363 -2.174 0.598
H -0.714 1.262 0.510 0.053
H -0.487 -0.176 1.530 0.059
H -1.144 -0.883 -0.714 0.056
H 0.544 -1.375 -0.416 0.052
```

The HOMO-LUMO gap is 10.91 eV. Its largest force on an atom is 0.26 eV/Å. Its SMILES is BrCCBr. The spin multiplicity is 1. For the total energy, the calculation gives -5226.632326 hartree. The value obtained for the relative energy (zero: lowest compared OMol25 entry of this formula, charge and spin) is 1.5 kcal/mol.